*P*
{"formula": "C4H12ClN2", "method": "the ωB97M-V functional and the def2-TZVPD basis", "species": ["Cl", "N", "N", "C", "C", "C", "C", "H", "H", "H", "H", "H", "H", "H", "H", "H", "H", "H", "H"], "xyz": [[-1.877, -1.002, 0.147], [1.309, -3.677, -0.615], [0.377, -0.037, 1.165], [1.828, 0.142, 1.098], [-0.328, 0.761, 2.179], [-0.210, -0.796, 0.280], [0.537, -4.183, -1.716], [0.474, 1.268, 2.738], [-0.914, 0.128, 2.853], [0.392, -1.256, -0.508], [-0.980, 1.511, 1.713], [2.135, 0.596, 0.148], [0.616, -3.478, -2.549], [-0.536, -4.359, -1.538], [0.811, -3.007, -0.036], [2.359, -0.810, 1.204], [1.000, -5.122, -2.035], [2.107, 0.813, 1.917], [1.709, -4.412, -0.049]], "lowdin_charge": [0.8529, -0.0742, -0.1890, 0.0133, 0.0000, -0.4809, -0.1972, 0.1012, 0.1135, 0.1034, 0.1163, 0.1214, 0.0675, 0.0733, 0.0048, 0.1173, 0.0844, 0.1009, 0.0710], "charge": 1, "orbital_gap_ev": 7.258}

=====

*Q*
{"formula": "C4H12ClN2", "method": "the ωB97M-V functional and the def2-TZVPD basis", "species": ["Cl", "N", "N", "C", "C", "C", "C", "H", "H", "H", "H", "H", "H", "H", "H", "H", "H", "H", "H"], "xyz": [[-0.714, 1.016, -1.790], [1.726, 0.533, -0.027], [0.982, -0.530, 2.296], [-1.347, -0.728, -1.676], [-2.773, -0.791, -1.443], [1.003, 0.506, 1.406], [2.228, 1.389, 1.105], [-0.751, -1.184, -0.751], [-0.002, 0.847, 1.290], [-3.074, -0.303, -0.550], [3.174, 1.177, 1.516], [2.062, 2.330, 0.804], [1.858, -0.657, 2.858], [1.086, 0.954, -0.658], [-3.054, -1.877, -1.571], [-1.089, -1.272, -2.528], [2.109, -0.300, -0.482], [-3.491, -0.422, -2.309], [0.067, -0.689, 2.511]], "lowdin_charge": [0.5712, 0.0975, 0.1214, -0.5761, -0.2040, -0.2459, 0.0532, 0.1101, 0.1394, 0.0574, 0.1232, 0.0863, 0.1522, -0.0231, 0.1084, 0.0519, 0.1764, 0.1326, 0.0677], "charge": 1, "orbital_gap_ev": 11.673}

=====

Most stable of them? *P*.

=====

*P*
{"formula": "C2H2N2O3", "method": "the ωB97M-V functional and the def2-TZVPD basis", "species": ["O", "O", "O", "N", "N", "C", "C", "H", "H"], "xyz": [[1.803, -0.023, 0.882], [-1.320, -0.341, -0.562], [-0.784, -0.630, 1.421], [-0.541, 0.209, 0.539], [0.794, 0.590, -1.230], [0.831, 0.369, 0.091], [-0.383, 0.054, -1.537], [-1.205, -0.163, 2.003], [-0.839, -0.022, -2.411]], "lowdin_charge": [0.0351, 0.0802, 0.1392, -0.1414, 0.1941, -0.4015, -0.0469, 0.0500, 0.0913], "smiles": "O=c1ncon1O", "orbital_gap_ev": 9.863}

=====

*Q*
{"formula": "C2H2N2O3", "method": "the ωB97M-V functional and the def2-TZVPD basis", "species": ["O", "O", "O", "N", "N", "C", "C", "H", "H"], "xyz": [[0.052, -0.491, 0.591], [0.916, 0.438, -1.223], [-2.404, 0.720, -0.076], [1.962, -0.244, -0.512], [-1.287, 1.007, -0.782], [-0.235, 0.386, -0.517], [1.336, -0.832, 0.428], [-2.096, 0.411, 0.891], [1.754, -1.396, 1.200]], "lowdin_charge": [0.0811, 0.0311, -0.0551, 0.1476, 0.0353, -0.3601, -0.1740, 0.1638, 0.1303], "smiles": "O/N=c1\\ocno1", "orbital_gap_ev": 9.856}

=====

Most stable of them? *Q*.

=====

*P*
{"formula": "C23H26N2O5P2PdS3", "method": "the ωB97M-V functional and the def2-TZVPD basis", "species": ["Pd", "S", "S", "S", "P", "P", "O", "O", "O", "O", "O", "N", "N", "C", "C", "C", "C", "C", "C", "C", "C", "C", "C", "C", "C", "C", "C", "C", "C", "C", "C", "C", "C", "C", "C", "C", "H", "H", "H", "H", "H", "H", "H", "H", "H", "H", "H", "H", "H", "H", "H", "H", "H", "H", "H", "H", "H", "H", "H", "H", "H", "H"], "xyz": [[-0.321, 0.442, -0.342], [1.317, -2.590, 0.463], [-3.276, 3.586, 2.630], [-1.872, -2.214, -2.103], [1.800, 0.664, -0.825], [0.380, 1.083, 1.696], [-2.820, 2.482, 3.478], [-1.677, -1.616, -3.405], [-2.436, 4.769, 2.720], [-4.701, 3.815, 2.644], [-3.164, -2.038, -1.497], [-0.683, -1.696, -1.078], [-1.395, 1.254, -2.530], [2.838, 0.527, 0.638], [-0.328, -6.369, -1.659], [-0.478, 0.089, 2.926], [2.087, 2.325, -1.493], [-3.055, 1.597, 0.759], [0.209, -5.279, -0.987], [4.888, 0.202, 1.829], [4.209, 0.383, 3.029], [2.389, -0.450, -2.108], [0.228, 2.778, 2.278], [-1.960, -4.968, -2.767], [4.205, 0.280, 0.624], [-1.398, -6.217, -2.540], [-2.897, 2.948, 0.995], [2.848, 0.646, 3.034], [-0.346, -4.031, -1.214], [-2.047, 1.859, -1.442], [-1.954, 3.228, -1.215], [2.157, 0.707, 1.831], [-1.405, -3.903, -2.089], [0.059, -2.719, -0.620], [-2.383, 3.765, -0.011], [-2.642, 1.027, -0.454], [0.962, 2.946, 3.068], [4.747, 0.314, 3.965], [1.036, -5.382, -0.298], [-3.505, 0.980, 1.525], [-2.282, 4.824, 0.190], [-0.774, 2.917, 2.689], [5.950, -0.004, 1.834], [2.328, 0.789, 3.974], [-1.819, 0.417, -2.925], [1.761, 3.071, -0.769], [3.143, 2.474, -1.723], [4.734, 0.134, -0.310], [-0.368, -0.967, 2.679], [-2.909, 0.000, -0.682], [-1.120, 1.906, -3.253], [-1.798, -7.083, -3.051], [-2.794, -4.834, -3.442], [-1.526, 0.394, 2.920], [0.089, -7.354, -1.497], [1.750, -0.315, -2.982], [1.495, 2.432, -2.402], [3.422, -0.218, -2.372], [0.386, 3.494, 1.473], [-1.519, 3.869, -1.975], [2.310, -1.473, -1.747], [-0.074, 0.298, 3.917]], "lowdin_charge": [0.5815, 0.6771, 0.4047, 0.6383, 0.7684, 0.8390, -0.3761, -0.3119, -0.3514, -0.3212, -0.2871, -0.2010, 0.1026, -0.4038, -0.0542, -0.1977, -0.2124, -0.0584, -0.0250, -0.0577, -0.0540, -0.2229, -0.1922, -0.0255, -0.0638, -0.0590, -0.2726, -0.0610, -0.2336, -0.3650, -0.0393, -0.3796, -0.2311, -0.8330, -0.0351, -0.1132, 0.0658, 0.1118, 0.0976, 0.1267, 0.1219, 0.0142, 0.1106, 0.1132, 0.0623, 0.0446, 0.0580, 0.1090, 0.0393, 0.0779, 0.1022, 0.1088, 0.1250, 0.0361, 0.1082, 0.0586, 0.0427, 0.0553, 0.0547, 0.1129, 0.0058, 0.0638], "orbital_gap_ev": 6.885}

=====

*Q*
{"formula": "C23H26N2O5P2PdS3", "method": "the ωB97M-V functional and the def2-TZVPD basis", "species": ["Pd", "S", "S", "S", "P", "P", "O", "O", "O", "O", "O", "N", "N", "C", "C", "C", "C", "C", "C", "C", "C", "C", "C", "C", "C", "C", "C", "C", "C", "C", "C", "C", "C", "C", "C", "C", "H", "H", "H", "H", "H", "H", "H", "H", "H", "H", "H", "H", "H", "H", "H", "H", "H", "H", "H", "H", "H", "H", "H", "H", "H", "H"], "xyz": [[0.046, -1.168, -0.069], [-0.611, -2.460, -2.057], [-3.159, -2.197, 1.099], [2.468, 4.683, -1.155], [2.082, -0.382, -0.597], [0.646, -0.542, 1.989], [2.712, 4.965, 0.257], [-2.987, -2.942, 2.309], [2.211, 5.829, -1.993], [-3.632, -0.842, 1.179], [3.439, 3.741, -1.732], [-1.927, 0.696, -1.263], [-1.768, -2.214, 0.216], [-1.920, -2.694, -0.997], [-0.639, 2.333, -0.038], [0.385, 3.268, 0.001], [2.269, 0.421, -2.193], [-1.077, 1.821, -1.254], [-3.258, -3.282, -1.234], [1.215, -1.989, 2.938], [0.973, 3.716, -1.165], [2.641, 0.763, 0.688], [1.993, 0.643, 1.925], [3.367, 2.393, 2.806], [-5.050, -4.397, -2.323], [0.445, 3.305, -2.389], [-5.849, -4.207, -1.200], [-0.671, 0.124, 3.041], [3.288, -1.739, -0.630], [-4.065, -3.097, -0.122], [3.975, 2.542, 1.566], [-3.740, -3.932, -2.355], [3.626, 1.720, 0.503], [-0.568, 2.359, -2.437], [2.366, 1.450, 2.993], [-5.367, -3.547, -0.074], [1.767, 1.385, -2.178], [0.392, -2.696, 3.045], [-6.866, -4.577, -1.200], [1.552, -1.669, 3.925], [-5.455, -4.913, -3.184], [-2.307, 0.520, -2.183], [1.867, 1.365, 3.951], [2.040, -2.480, 2.426], [0.868, 3.702, -3.304], [-1.099, 1.970, 0.870], [-0.978, 1.109, 2.699], [-0.946, 2.010, -3.392], [-3.110, -4.073, -3.223], [3.646, 3.055, 3.615], [4.065, 1.904, -0.469], [4.689, 3.336, 1.398], [2.989, -2.454, -1.398], [3.328, 0.566, -2.408], [-2.657, 0.719, -0.561], [-0.310, 0.202, 4.068], [3.305, -2.253, 0.330], [1.818, -0.207, -2.962], [0.777, 3.630, 0.945], [4.283, -1.355, -0.855], [-5.987, -3.393, 0.799], [-1.530, -0.545, 3.016]], "lowdin_charge": [0.4476, 0.6506, 0.6313, 0.4162, 0.7933, 0.7949, -0.3610, -0.2746, -0.3320, -0.2840, -0.3745, 0.0768, -0.2503, -0.7927, -0.0533, -0.0566, -0.1960, -0.3426, -0.2118, -0.2144, -0.2794, -0.3636, -0.3883, -0.0438, -0.0482, -0.0759, -0.0498, -0.2089, -0.2204, -0.2129, -0.0385, -0.0043, -0.0572, -0.0494, -0.0713, -0.0188, 0.0232, 0.0517, 0.1128, 0.0568, 0.1118, 0.0855, 0.1062, 0.0354, 0.1254, 0.0829, 0.0401, 0.1117, 0.1182, 0.1140, 0.0978, 0.1209, 0.0483, 0.0689, 0.0744, 0.0562, 0.0347, 0.0542, 0.1122, 0.0602, 0.1275, 0.0326], "orbital_gap_ev": 6.482}

=====

Most stable of them? *Q*.

=====

*P*
{"formula": "H8IO4", "method": "the ωB97M-V functional and the def2-TZVPD basis", "species": ["I", "O", "O", "O", "O", "H", "H", "H", "H", "H", "H", "H", "H"], "xyz": [[0.906, -0.177, 0.109], [1.079, 2.697, -2.053], [-2.198, -1.106, 2.247], [2.885, -3.201, -0.948], [-2.061, 2.177, 0.362], [-1.934, 1.913, 1.384], [-2.719, -1.709, 1.638], [3.314, -3.465, -0.166], [-1.359, -1.120, 1.722], [-1.445, 1.568, -0.030], [2.477, -2.460, -0.433], [0.918, 1.978, -1.583], [0.135, 2.905, -2.249]], "lowdin_charge": [-0.1706, -0.0725, -0.1546, -0.1168, -0.1650, 0.1016, 0.0519, -0.0187, -0.0797, -0.1109, -0.0942, -0.2256, 0.0551], "charge": -1, "orbital_gap_ev": 8.008}

=====

*Q*
{"formula": "H8IO4", "method": "the ωB97M-V functional and the def2-TZVPD basis", "species": ["I", "O", "O", "O", "O", "H", "H", "H", "H", "H", "H", "H", "H"], "xyz": [[0.347, -0.669, -1.535], [-1.277, 0.783, 1.486], [-3.120, -1.843, -0.716], [3.646, -1.632, -0.306], [0.631, 2.539, 0.477], [3.936, -0.743, -0.104], [-3.166, -1.183, -0.024], [0.761, 1.948, -0.265], [-1.078, 0.175, 0.774], [2.769, -1.521, -0.671], [-2.164, 0.550, 1.759], [0.933, 3.391, 0.161], [-2.219, -1.794, -1.036]], "lowdin_charge": [-0.1657, -0.0977, -0.1065, -0.1245, -0.1004, 0.0129, 0.0018, -0.0830, -0.1007, -0.1529, 0.0117, 0.0141, -0.1090], "charge": -1, "orbital_gap_ev": 8.005}

=====

*R*
{"formula": "H8IO4", "method": "the ωB97M-V functional and the def2-TZVPD basis", "species": ["I", "O", "O", "O", "O", "H", "H", "H", "H", "H", "H", "H", "H"], "xyz": [[1.004, -0.330, -0.694], [-1.899, 1.336, -2.242], [1.940, 3.114, -0.272], [1.047, -2.369, 2.382], [-2.132, -1.353, 0.755], [1.060, -1.849, 1.561], [-1.995, -2.240, 1.098], [1.662, 2.206, -0.497], [0.392, -3.052, 2.218], [-1.264, 0.612, -2.130], [-1.341, -1.178, 0.212], [2.857, 3.006, -0.009], [-1.331, 2.099, -2.382]], "lowdin_charge": [-0.0372, -0.1201, -0.1422, -0.1218, -0.1235, -0.1262, 0.0062, -0.1554, 0.0089, -0.0883, -0.1286, 0.0118, 0.0164], "charge": -1, "orbital_gap_ev": 8.049}

=====

Most stable of them? *R*.